Record 1
Formula: C3H8OS2
Source: OMol25
Level of theory: wB97M-V/def2-TZVPD

Each line ends with the Löwdin charge.
CARTESIAN COORDINATES (ANGSTROEM)
C -2.1060 -0.4861 1.3605  0.003
C -1.6943 -0.3440 0.0694  -0.282
O -1.8124 0.8503 -0.7686  -0.148
H -2.1382 -1.3898 1.9439  0.050
H -2.4565 0.4645 1.8118  0.067
H -1.1980 -1.2061 -0.3350  0.087
H -0.9217 0.8009 -1.2459  0.046
C 2.4364 -0.5579 -0.8426  -0.501
S 1.7242 0.1203 0.6675  0.385
S 0.7843 1.9369 0.0824  0.354
H 3.5435 -0.2488 -0.8084  0.053
H 2.1070 -1.5503 -1.0256  0.007
H 2.0705 0.0282 -1.7384  0.038
H -0.3387 1.5819 0.8290  -0.159

Properties
- strongest force on any atom (eV/Å) = 3.74
- molar mass (g/mol) = 124.23
- HOMO (eV) = -8.48
- SMILES = C=CO.CSS
- relative energy (zero: lowest compared OMol25 entry of this formula, charge and spin) (kcal per mole) = 46.4
- LUMO energy (eV) = 0.35
- calculated total energy (eV) = -26956.5979

Record 2
Formula: C3H8OS2
Source: OMol25
Level of theory: wB97M-V/def2-TZVPD

Each line ends with the Löwdin charge.
CARTESIAN COORDINATES (ANGSTROEM)
C 0.6183 -2.3574 -2.1401  -0.056
C 0.5795 -1.5750 -0.8487  -0.337
O -0.0504 -1.8987 0.1138  0.026
H -0.3526 -2.3788 -2.6475  0.084
H 1.4232 -2.0468 -2.7923  0.067
H 0.6996 -3.4100 -1.8503  0.084
H 1.3235 -0.7589 -0.8239  0.111
C 0.0462 2.2125 2.3246  -0.523
S -1.1470 1.0419 1.6793  0.377
S -2.1308 2.3066 0.3267  0.313
H -0.4292 3.1595 2.5518  0.018
H 0.5412 1.8352 3.2004  0.024
H 0.8321 2.4222 1.5906  0.031
H -1.9537 1.4479 -0.6844  -0.219

Properties
- strongest force on any atom (eV/Å) = 1.25
- molar mass (g/mol) = 124.23
- HOMO (eV) = -8.42
- SMILES = CC=O.CSS
- relative energy (zero: lowest compared OMol25 entry of this formula, charge and spin) (kcal per mole) = 16.9
- LUMO energy (eV) = 0.58
- calculated total energy (eV) = -26957.8740

Record 3
Formula: C3H8OS2
Source: OMol25
Level of theory: wB97M-V/def2-TZVPD

Each line ends with the Löwdin charge.
CARTESIAN COORDINATES (ANGSTROEM)
C 3.2685 0.4853 -2.2964  -0.004
C 2.0441 0.9670 -2.1039  -0.285
O 1.6339 2.1940 -2.5156  -0.005
H 3.6170 -0.5236 -2.1292  0.046
H 4.0466 1.1795 -2.6203  0.056
H 1.2833 0.4721 -1.5011  0.103
H 2.1261 2.4267 -3.2986  0.089
C -0.4944 -0.6750 2.9479  -0.464
S -1.6946 0.0350 1.6958  0.336
S -1.4062 -1.4803 0.2351  0.272
H 0.3279 -1.1613 2.4314  0.009
H -0.9271 -1.5286 3.4856  0.029
H -0.2463 0.1295 3.6303  0.022
H -1.8327 -0.7998 -0.8463  -0.204

Properties
- strongest force on any atom (eV/Å) = 1.46
- molar mass (g/mol) = 124.23
- HOMO (eV) = -8.35
- SMILES = C=CO.CSS
- relative energy (zero: lowest compared OMol25 entry of this formula, charge and spin) (kcal per mole) = 32.7
- LUMO energy (eV) = 0.37
- calculated total energy (eV) = -26957.1896

Record 4
Formula: C3H8OS2
Source: OMol25
Level of theory: wB97M-V/def2-TZVPD

Each line ends with the Löwdin charge.
CARTESIAN COORDINATES (ANGSTROEM)
C 0.5037 0.2397 0.9322  -0.122
C 0.8360 0.9562 -0.3811  -0.212
C 0.3501 2.3731 -0.3383  -0.290
O 1.0036 3.3435 -0.6091  0.059
H 0.8817 0.7966 1.7890  0.080
H 0.8499 -0.7867 0.9218  0.074
H -0.5689 0.2641 1.1191  0.049
H 1.9018 0.9251 -0.5822  0.114
H 0.3216 0.4290 -1.1880  0.096
H -0.6965 2.4818 0.0101  0.126
S -1.6082 -3.7708 -0.0420  0.234
S -1.7621 -1.9931 -1.0683  0.237
H -0.4011 -4.1005 -0.5308  -0.208
H -1.6115 -1.1580 -0.0324  -0.236

Properties
- strongest force on any atom (eV/Å) = 0.78
- molar mass (g/mol) = 124.23
- HOMO (eV) = -9.58
- SMILES = CCC=O.SS
- relative energy (zero: lowest compared OMol25 entry of this formula, charge and spin) (kcal per mole) = 12.0
- LUMO energy (eV) = 0.19
- calculated total energy (eV) = -26958.0901

Record 5
Formula: C3H8OS2
Source: OMol25
Level of theory: wB97M-V/def2-TZVPD

Each line ends with the Löwdin charge.
CARTESIAN COORDINATES (ANGSTROEM)
C 0.4300 -1.7577 -0.4310  -0.091
C -0.1592 -0.6667 0.4903  -0.357
S -1.5498 0.1287 -0.3742  0.268
C -1.3109 1.9745 0.0341  -0.189
O -1.4185 -0.0935 -1.7976  -0.424
S -3.0891 -0.4956 0.4918  0.323
H -0.2369 -2.3066 -0.9362  0.031
H 1.0941 -1.2893 -1.0451  0.050
H 0.8656 -2.4183 0.3320  0.097
H 0.6594 -0.0560 0.7179  0.074
H -0.5408 -0.9529 1.4307  0.053
H -0.5654 2.6476 -0.4197  0.066
H -2.3849 2.1890 0.0761  0.021
H -1.1931 2.0309 1.1790  0.078

Properties
- strongest force on any atom (eV/Å) = 5.05
- molar mass (g/mol) = 124.23
- HOMO (eV) = -9.30
- SMILES = CC[S@@](C)(=O)=S
- relative energy (zero: lowest compared OMol25 entry of this formula, charge and spin) (kcal per mole) = 47.0
- LUMO energy (eV) = 0.69
- calculated total energy (eV) = -26956.5690

Record 6
Formula: C3H8OSi
Source: OMol25
Level of theory: wB97M-V/def2-TZVPD

Each line ends with the Löwdin charge.
CARTESIAN COORDINATES (ANGSTROEM)
C -1.8235 -0.4225 -0.5197  -0.038
C -0.9301 0.4661 0.2104  -0.543
O -1.1703 1.6693 0.3802  0.026
C 0.3886 -0.1485 0.7855  -0.331
Si 1.9717 0.1766 -0.3142  0.642
H -1.2655 -1.1384 -1.1363  0.097
H -2.4228 -0.9002 0.3071  0.122
H -2.5601 0.1827 -0.9293  0.062
H 0.7936 0.2381 1.7009  0.035
H 0.1213 -1.3323 0.9179  0.117
H 1.7696 -0.7067 -1.5620  -0.066
H 3.3257 0.1407 0.3127  -0.100
H 1.8017 1.7752 -0.1533  -0.022

Properties
- strongest force on any atom (eV/Å) = 4.31
- molar mass (g/mol) = 88.18
- HOMO (eV) = -9.60
- SMILES = CC(=O)C[SiH3]
- relative energy (zero: lowest compared OMol25 entry of this formula, charge and spin) (kcal per mole) = 47.4
- LUMO energy (eV) = 0.77
- calculated total energy (eV) = -13163.9714